(1)
Entry from OMol25: a structure of composition C12H24ClCoIN3O2P2 at a distorted geometry (ωB97M-V with the def2-TZVPD basis set).

XYZ file:
```
46
Properties=species:S:1:pos:R:3:lowdin_charge:R:1
C 0.8505 0.4976 1.7071 -0.218
C 3.6957 -1.5832 -0.7217 -0.964
C -1.7407 -0.7237 3.7413 -0.072
H -1.3776 2.7528 -4.4094 0.084
H 0.1148 0.7979 4.9875 0.161
H -2.7296 -0.9289 3.3493 0.147
H 1.2921 1.3816 -4.8891 0.080
C -0.0341 1.0229 3.9118 -0.122
H 2.1433 -1.5450 -2.1895 0.043
N -1.4497 0.7374 3.5661 -0.071
H 1.3512 -1.8534 2.8689 0.159
H 2.2169 -3.0936 -1.2803 0.103
N 0.9037 0.2041 3.1361 -0.008
H -2.4755 2.1081 -3.1095 0.047
C -1.4392 2.3572 -3.3833 -0.168
H -2.8584 1.1507 2.0321 0.111
O 4.4601 -2.2974 -0.1044 -0.012
H -1.6745 -0.9522 4.8033 0.149
P -0.4078 0.9110 -3.3181 0.835
H -2.0931 -0.6830 -3.9122 0.061
C -1.7844 1.2133 2.2429 -0.229
Co -1.7324 -0.2908 -0.7796 0.162
H 0.1596 2.0912 3.6977 0.156
H 1.0575 1.5619 1.5318 0.125
H 1.6125 -0.0882 1.1599 0.096
C -0.9126 -1.6326 1.6230 -0.261
H -1.8940 -2.0738 1.3455 0.119
H -1.4334 2.2479 2.0924 0.126
H -0.9021 -0.3694 -5.2229 0.090
C -0.2546 0.5429 -1.4907 -0.550
C -1.0381 -0.5347 -4.1383 -0.168
H 1.6681 2.1102 -3.2985 0.084
I 4.3035 0.3223 -1.1059 1.020
C 1.2756 1.2139 -3.8100 -0.176
H 1.9348 0.3813 -3.5497 0.039
P -0.8425 0.1412 1.0593 0.960
H 1.5710 -1.6089 -0.5230 0.036
Cl -3.7553 0.3908 -0.9842 0.078
H -0.0967 -2.2186 1.1461 0.116
N -0.7366 -1.5922 3.0568 -0.127
H -0.4636 -1.4184 -3.8301 0.075
O 0.8715 0.8338 -1.0698 -0.152
C 0.6331 -1.2265 3.4364 -0.109
H 0.7555 -1.3732 4.5177 0.154
H -1.0653 3.1192 -2.6657 0.092
C 2.3209 -2.0032 -1.2272 -0.100
```

Calculated values
- Multiplicity: 5
- Orbital gap (spin up / spin down): 0.2625 / 0.1621 Eh
- HOMO level (spin up / spin down): -14.184 / -14.634 eV
- <S²>: 6.04
- Charge: +2

(2)
Entry from OMol25: a structure of composition C12H24ClIInN4O2P at a distorted geometry (ωB97M-V with the def2-TZVPD basis set).

XYZ file:
```
46
Properties=species:S:1:pos:R:3:lowdin_charge:R:1
H -1.0480 -0.4891 -3.0869 0.052
H -3.2428 -1.6118 1.8332 0.143
C -0.7811 -0.9052 2.4096 -0.236
C -1.8297 2.1821 -2.4176 -0.256
C -1.2131 -1.4566 0.0663 -0.162
H 0.3828 -2.9577 3.5720 0.138
Cl 2.7251 0.1267 -0.9548 0.059
H -0.7385 -1.6926 -0.9026 0.124
H 0.0266 -0.6845 3.1397 -0.010
C -0.9384 -3.7865 0.6229 -0.132
C 0.8377 -2.2405 1.0806 -0.197
H 3.9122 3.4384 1.0459 0.150
H 4.1421 5.1002 0.4040 0.169
H 4.4169 3.6766 -0.7033 0.143
H -1.9585 3.1191 -1.8505 0.047
H -2.9570 -3.4129 2.1905 0.141
H -1.9203 -0.6217 -0.0340 0.118
N 0.1729 -3.4671 1.5390 -0.077
N -1.4372 -2.1405 2.8471 -0.082
H 1.9618 2.4658 -2.7869 0.026
H -0.0111 0.4112 -4.2205 0.060
H 0.7245 -0.5660 -2.9300 0.019
C 3.8248 4.0685 0.1347 0.088
P -0.1497 1.5421 -2.0372 0.728
H -1.5264 -0.0906 2.3526 0.114
C -0.4304 -3.2364 2.8790 -0.121
H 0.6629 2.5768 -4.0353 0.068
H -0.9115 -4.1843 3.1709 0.141
H -1.9610 2.3815 -3.5012 0.078
O 1.3067 4.1890 -0.1758 0.298
H -2.5606 1.4231 -2.0802 0.058
H 1.2338 -2.3719 0.0650 0.117
H 1.6905 -2.0094 1.7359 0.062
C 0.9025 2.6920 -2.9681 -0.289
O -2.0957 2.3580 1.0861 0.181
In 1.1522 0.8869 0.7105 0.049
C -2.5094 -2.4519 1.8725 -0.128
N -0.1310 -1.0634 1.0459 -0.194
H -0.5451 -4.0079 -0.3863 0.140
N -1.9187 -2.6565 0.5218 -0.077
H 0.6709 3.7126 -2.6413 0.037
I 2.2920 0.4102 3.1086 0.552
H -1.4555 -4.6631 1.0478 0.138
C -1.1109 1.8782 0.7367 -0.073
C -0.1195 0.0875 -3.1808 -0.255
C 2.4624 4.0414 -0.3253 0.050
```

Calculated values
- Multiplicity: 1
- Orbital gap: 0.1616 Eh
- HOMO level: -14.182 eV
- Charge: +2

(3)
Entry from OMol25: a structure of composition C12H24ClIN3O2P2Re at a distorted geometry (ωB97M-V with the def2-TZVPD basis set).

XYZ file:
```
46
Properties=species:S:1:pos:R:3:lowdin_charge:R:1
H -1.2561 -0.6664 5.1655 0.169
N 1.1183 0.6711 3.5547 -0.047
H -0.1715 2.3386 3.2962 0.156
H -2.1417 -1.3655 3.7463 0.164
H 2.3087 -0.0452 1.9580 0.123
N -1.3432 0.5707 3.4726 0.019
H -1.9136 2.2471 -3.1676 0.036
H 1.0141 -0.5656 5.2459 0.166
C 1.4424 0.6107 2.1425 -0.269
H -1.8214 1.5093 1.6531 0.072
Re 0.0888 0.0903 -1.0501 0.525
C -1.0026 -2.7908 -1.8681 -0.040
H -1.4918 -0.5721 -4.2537 0.052
H -0.4720 3.2984 -3.2062 0.017
C -1.2701 -0.7805 4.0693 -0.081
C 0.0300 -1.7411 2.2149 -0.205
C 0.2190 -1.9397 -1.6444 -0.440
H 0.9594 -2.2725 1.9638 0.130
O 1.3891 -2.3014 -1.7799 0.181
H 1.6588 1.6179 1.7601 0.055
H -0.6916 -3.8167 -2.1031 0.122
H 0.1765 -1.1898 -4.4472 0.061
H -0.4008 0.1590 -5.4770 0.083
O 3.2002 0.3032 -0.8249 0.196
N -0.0307 -1.4864 3.6708 0.002
I 0.0519 2.7721 -0.3019 0.717
H 2.4630 0.5618 -3.7393 0.061
C 2.0388 0.2031 -0.9120 -0.358
C -0.1535 1.3808 3.8398 -0.069
C -0.9240 2.3874 -3.6172 -0.269
H -0.1949 1.5702 4.9229 0.169
C -1.5724 0.5135 2.0403 -0.265
C 1.7757 1.4131 -3.8375 -0.221
Cl -2.3178 0.0404 -1.2157 0.145
H -0.8197 -2.3655 1.9026 0.124
H 2.1677 2.2452 -3.2384 0.061
H -1.6273 -2.8099 -0.9650 0.086
P 0.1226 0.9253 -3.2388 0.596
H -1.6093 -2.4125 -2.7038 0.091
P -0.0167 -0.1622 1.2083 0.760
C 1.1130 -0.6825 4.1545 -0.089
H -1.0329 2.4856 -4.7049 0.079
H 2.0531 -1.1900 3.8964 0.164
C -0.4531 -0.2900 -4.4742 -0.220
H 1.7206 1.7166 -4.8919 0.083
H -2.3832 -0.1851 1.7844 0.110
```

Calculated values
- Multiplicity: 4
- Orbital gap (spin up / spin down): 0.2117 / 0.1579 Eh
- HOMO level (spin up / spin down): -19.146 / -18.505 eV
- <S²>: 4.07
- Charge: +3

(4)
Entry from OMol25: a structure of composition C12H24F10Li4N5O32S10 at a distorted geometry (ωB97M-V with the def2-TZVPD basis set).

XYZ file:
```
97
Properties=species:S:1:pos:R:3:lowdin_charge:R:1
H 7.4399 -9.0396 3.1459 0.076
H 2.4319 -10.0504 -1.7233 0.100
S 5.2177 -8.1008 0.4376 0.459
O 3.9521 -6.3315 -3.7775 0.021
O 4.0092 -6.1346 -6.0958 0.016
O 6.4310 -5.6211 6.0183 -0.196
C 8.9542 -6.8645 4.2792 -0.419
Li 7.0082 -5.1579 2.1864 0.593
O 8.5495 -8.1392 4.7265 -0.011
N 7.5727 -4.7002 0.4478 -0.413
F 5.3908 -11.9423 2.2757 -0.153
C 4.7976 -10.0398 -3.4717 -0.577
F 8.5325 -14.7067 0.5010 -0.164
H 2.6258 -8.8529 3.0767 0.097
S 8.5606 -7.1554 -3.0412 0.634
S 7.4812 -5.2671 -3.9456 0.428
S 6.8802 -3.0358 0.1584 0.766
H 4.7882 -7.6229 -7.3941 0.105
H 1.1099 -8.3831 2.2622 0.095
O 8.2830 -6.1895 3.4835 0.005
F 4.8285 -6.2894 4.2959 -0.201
F 9.6490 -5.5539 1.1422 -0.184
O 0.0289 -9.1978 4.6618 0.117
C 6.6408 -11.1340 -4.2850 -0.046
O 4.1959 -4.5076 5.6815 -0.243
F 6.5744 -8.7439 -0.1144 -0.184
S 8.9868 -4.2095 0.5467 0.464
C -0.8335 -11.5134 5.6657 -0.054
H 10.0926 -4.6117 4.2508 0.063
S 6.8439 -3.2836 4.5453 0.382
Li 6.9042 -5.8457 -0.9488 0.575
H 7.3832 -11.1882 -3.4888 0.111
O 10.1319 -6.5759 4.9394 0.023
Li 5.4231 -7.1211 -2.4726 0.569
O 5.2681 -8.9646 -3.1191 0.036
Li 4.6054 -3.4615 2.6455 0.742
H 7.2104 -9.6602 4.7567 0.099
O 8.1080 -3.7176 5.1173 -0.233
O 7.2626 -13.7983 -1.1671 -0.197
H -1.8276 -11.4559 5.2222 0.109
H 2.7875 -8.4496 -2.5520 0.078
O 7.2602 -5.7181 -5.3158 -0.252
S 3.9313 -6.1214 0.2366 0.691
O 5.3343 -11.9158 -0.0251 -0.110
C 1.9822 -4.0988 -3.9111 -0.003
F 6.2590 -4.2596 -3.6953 -0.178
H 11.2523 -5.5522 3.5724 0.099
S 5.4432 -5.0519 5.1516 0.644
F 8.2515 -8.3007 -2.0178 -0.174
N 6.0520 -4.2360 3.6725 -0.417
N 7.0922 -6.2283 -2.8538 -0.419
O 5.8513 -2.4197 1.0241 -0.299
H 6.7809 -11.9855 -4.9509 0.109
H 0.9843 -3.9053 -4.3044 0.089
O 3.5130 -10.3388 -3.3745 0.034
O 9.7629 -4.2111 -0.6712 -0.221
C 2.5906 -9.5163 -2.6601 -0.019
H 2.4964 -3.1524 -3.7436 0.100
H 1.8125 -4.7496 -3.0533 0.077
N 6.8266 -13.4212 1.4344 -0.019
O 2.6814 -6.8427 0.5543 -0.215
O 9.8271 -6.6386 -2.4635 -0.237
C 1.7606 -9.2177 2.5231 -0.059
H -0.6747 -12.5386 6.0001 0.098
H 5.6470 -7.2536 -5.9407 0.078
C 3.5729 -5.8511 -4.8565 -0.469
F 5.9019 -3.7072 -1.0343 -0.250
O 8.6353 -4.4289 -3.6863 -0.227
O 6.1015 -2.3530 5.3440 -0.230
H 2.2004 -9.6082 1.6054 0.074
O 9.3178 -3.2433 1.6937 -0.278
O 8.5865 -7.9350 -4.2936 -0.250
F 3.3075 -5.2325 -1.0324 -0.193
H 6.4482 -8.2048 4.4351 0.075
O 4.2744 -9.1847 0.2617 -0.241
O 5.2976 -11.0887 -4.0507 0.056
C 4.6412 -7.3735 -6.3432 -0.024
C 10.7875 -5.3978 4.5462 -0.054
O -0.0130 -11.4715 4.5500 -0.026
F 7.2024 -2.3491 3.3196 -0.193
O 9.0994 -12.5383 0.0350 -0.212
O 1.2116 -10.3918 3.1019 0.002
O 2.7210 -4.7470 -5.0067 -0.025
H 1.5988 -9.4351 -3.1050 0.097
S 6.3473 -12.0632 1.0105 0.405
H 6.8613 -10.2494 -4.8825 0.099
H 11.4436 -4.9578 5.2972 0.109
C 7.3654 -8.7411 4.1916 -0.048
O 5.6116 -7.8215 1.8426 -0.264
C 0.3520 -10.2447 4.1396 -0.566
O 4.3323 -5.0494 1.1071 -0.332
N 5.2871 -6.9433 -0.5854 -0.371
S 7.8630 -13.3597 0.0562 0.583
H -0.3928 -10.7915 6.3533 0.106
H 4.0368 -8.1804 -5.9290 0.101
O 7.6822 -2.1477 -0.7203 -0.202
O 7.2307 -10.9480 1.1611 -0.135
```

Calculated values
- Multiplicity: 2
- Orbital gap (spin up / spin down): 0.3007 / 0.1693 Eh
- HOMO level (spin up / spin down): -11.043 / -11.043 eV
- <S²>: 0.76

(5)
Entry from OMol25: a structure of composition C12H24HgN4O2Ta at a distorted geometry (ωB97M-V with the def2-TZVPD basis set).

XYZ file:
```
44
Properties=species:S:1:pos:R:3:lowdin_charge:R:1
N -0.5612 -1.4887 -1.2662 -0.257
H -1.0602 3.9061 -2.6199 0.094
C -0.1475 -3.0616 0.5812 -0.066
H 0.6743 -3.3595 -2.7907 0.087
H 2.3140 3.9078 -0.9591 0.112
O 0.0000 0.0000 4.5866 0.145
H -1.3240 4.0368 -0.0267 0.087
C -1.7220 -3.7034 -1.2598 -0.025
H -1.0100 -2.7062 1.1691 0.091
H -2.1193 0.6232 -1.1531 0.065
H 0.3203 2.9946 -3.3060 0.096
C -1.7125 1.6229 -1.4272 -0.150
N 1.8332 -0.2700 0.3146 -0.279
H -1.9178 -3.7420 -2.3449 0.096
H -1.8484 1.7089 -2.5233 0.109
Hg 2.6323 -0.6011 -1.8926 1.222
H 0.7503 -2.4863 0.8759 0.040
N -0.3078 1.7045 -1.0184 -0.249
H -0.9848 -0.1424 -2.8272 0.051
H 1.7161 -3.1102 -1.3388 0.041
H -2.2410 -1.3985 -2.6101 0.114
H -1.6480 -4.7428 -0.8959 0.111
C -0.4244 -2.9355 -0.9283 -0.641
H 2.2489 2.3450 -1.8201 0.054
C 2.9409 -0.9464 0.6334 -0.207
Ta 0.0000 0.0000 0.0000 1.677
H -2.3603 2.3697 -0.9253 0.113
H 0.8254 -4.6357 -1.5553 0.115
H 0.0392 -4.1153 0.8508 0.119
C 0.0121 3.6786 -2.4949 -0.032
H 0.5682 4.6250 -2.6084 0.110
H -0.6847 -1.8102 -3.3818 0.104
O 3.9067 -1.1658 -0.1496 -0.086
C 0.0000 0.0000 3.3157 -0.184
C 1.8355 2.9135 -0.9626 -0.068
C -1.1492 -1.2030 -2.5766 -0.139
C -0.2230 3.9655 0.0092 -0.023
H 0.1841 4.9876 -0.0869 0.111
H 0.0641 3.5627 0.9936 0.089
H 2.0874 2.3895 -0.0255 0.064
N 0.0000 0.0000 2.0000 -0.136
C 0.7670 -3.5432 -1.7047 -0.039
C 0.3124 3.0506 -1.1158 -0.639
H -2.5861 -3.2249 -0.7659 0.104
```

Calculated values
- Multiplicity: 2
- Orbital gap (spin up / spin down): 0.2241 / 0.1864 Eh
- HOMO level (spin up / spin down): -16.360 / -16.411 eV
- <S²>: 0.81
- Charge: +2